A gas-phase ion, C4H7N5 (charge +2) in a non-equilibrium geometry. Source: OMol25; level of theory: wB97M-V/def2-TZVPD.

## Properties
E_LUMO: -10.97 eV
Charge: +2
Energy above the lowest of the compared OMol25 structures with the same formula, charge and spin: 0.0 kcal/mol
Largest force on an atom: 0.08033 Eh/bohr
SMILES string: NC(=[NH2+])[n+]1ccncn1
Frontier orbital gap: 8.78 eV

Each atom is followed by the atoms it is bonded to, with distances in Å.
Geometry (Å):
1 C -2.145 1.134 0.067  C2 1.415, N5 1.343, H10 1.088
2 C -0.733 1.183 0.151  C1 1.415, N7 1.386, H11 1.046
3 C -2.095 -1.143 -0.165  N5 1.293, N6 1.318, H12 1.009
4 C 1.327 -0.221 -0.079  N7 1.480, N8 1.296, N9 1.288
5 N -2.767 -0.057 0.038  C1 1.343, C3 1.293
6 N -0.780 -1.157 -0.245  C3 1.318, N7 1.289
7 N -0.142 -0.047 -0.095  C2 1.386, C4 1.480, N6 1.289
8 N 2.030 0.855 -0.249  C4 1.296, H13 1.004, H14 1.015
9 N 1.779 -1.380 0.255  C4 1.288, H15 1.017, H16 1.015
10 H -2.561 2.136 0.155  C1 1.088
11 H -0.023 1.928 0.341  C2 1.046
12 H -2.543 -2.041 -0.261  C3 1.009
13 H 1.789 1.642 -0.824  N8 1.004
14 H 2.998 0.867 0.053  N8 1.015
15 H 1.103 -2.104 0.488  N9 1.017
16 H 2.764 -1.594 0.371  N9 1.015

Löwdin population analysis, charges in e, atoms 1 to 8: 0.06, 0.15, -0.05, -0.27, 0.22, 0.18, 0.02, 0.28

C4H7N5O in the gas phase in a non-equilibrium geometry. Source: OMol25; level of theory: wB97M-V/def2-TZVPD.

## Properties
E_LUMO: 0.65 eV
Energy above the lowest of the compared OMol25 structures with the same formula, charge and spin: 109.4 kcal/mol
Largest force on an atom: 0.10245 Eh/bohr
SMILES string: C=NCC(O)=C1NN=NN1
Frontier orbital gap: 7.84 eV

Each atom is followed by the atoms it is bonded to, with distances in Å.
Geometry (Å):
1 C -2.127 0.423 0.244  C4 1.355, N6 1.454, N7 1.406
2 C 0.276 0.318 0.870  C4 1.552, N9 1.483, H11 1.133, H12 1.086
3 C 1.624 -0.409 -1.122  N9 1.267, H13 1.075, H14 1.082
4 C -1.130 0.966 0.983  C1 1.355, C2 1.552, O10 1.413
5 N -3.463 -1.109 -0.653  N6 1.351, N8 1.224
6 N -2.206 -0.967 -0.177  C1 1.454, N5 1.351, H16 1.022
7 N -3.364 0.950 -0.168  C1 1.406, N8 1.315, H17 0.983
8 N -4.046 -0.035 -0.711  N5 1.224, N7 1.315
9 N 0.601 -0.419 -0.374  C2 1.483, C3 1.267
10 O -1.366 2.132 1.745  C4 1.413, H15 0.886
11 H 0.970 1.171 1.145  C2 1.133
12 H 0.318 -0.527 1.550  C2 1.086
13 H 1.590 -1.119 -1.929  C3 1.075
14 H 2.452 0.258 -1.320  C3 1.082
15 H -0.981 2.842 1.381  O10 0.886
16 H -1.456 -1.633 0.016  N6 1.022
17 H -3.616 1.882 -0.348  N7 0.983

Löwdin population analysis, charges in e, atoms 1 to 8: -0.20, -0.16, -0.05, -0.27, -0.03, 0.06, 0.07, -0.05

Q: Which value of frontier orbital gap does entry 1 give?
A: 8.78 eV

Q: Among the records above, which one has the lowest E_LUMO?
A: C4H7N5